Record 1
This record from the Open Molecules 2025 dataset describes a molecular structure, AlH12O6 in a non-equilibrium geometry. The level of theory is ωB97M-V with the def2-TZVPD basis set.

Properties
LUMO	-0.68911	Ha
relative energy (zero: lowest compared OMol25 entry of this formula, charge and spin)	10.621	eV
orbital gap	4.9	eV
energy	-699.708490	hartree

Geometry as ORCA input:
```
! RIJCOSX wB97M-V def2-TZVPD def2/J DEFGRID3
* xyz 3 1
Al -0.36341 0.25856 0.86207
O -1.47985 1.80363 -1.23108
H -1.18072 1.77709 -2.16181
H -2.31016 2.32431 -1.23398
O 1.77566 0.94874 2.50987
H 1.97064 0.54276 3.38148
H 2.45356 1.64350 2.37569
O -2.87664 -0.45473 -0.14294
H -3.69127 -0.84833 0.23461
H -3.00748 -0.44389 -1.11062
O 1.78296 -1.13615 -0.41729
H 1.65193 -1.79663 -1.13088
H 2.37034 -1.58225 0.23212
O -0.85001 -2.49778 0.34770
H -1.56742 -3.16184 0.30298
H -0.10712 -2.89063 -0.13543
O 1.61201 1.64632 -0.61195
H 2.08440 1.25116 -1.37191
H 1.73256 2.61616 -0.69862
*
```



Record 2
This record from the Open Molecules 2025 dataset describes a molecular structure, AlH2O. The level of theory is ωB97M-V with the def2-TZVPD basis set.

Properties
LUMO	-0.92723	Ha
relative energy (zero: lowest compared OMol25 entry of this formula, charge and spin)	1.129	eV
orbital gap	5.8	eV
energy	-317.073190	hartree

Geometry as ORCA input:
```
! RIJCOSX wB97M-V def2-TZVPD def2/J DEFGRID3
* xyz 3 1
Al -0.16557 -2.38943 -0.16727
O -0.16252 0.46146 -0.10173
H 0.57682 1.01405 -0.53948
H -0.24873 0.91393 0.80848
*
```



Record 3
This record from the Open Molecules 2025 dataset describes a molecular structure, ArH20O10 in a non-equilibrium geometry. The level of theory is ωB97M-V with the def2-TZVPD basis set.

Properties
LUMO	0.00223	Ha
relative energy (zero: lowest compared OMol25 entry of this formula, charge and spin)	0.000	eV
orbital gap	10.3	eV
energy	-1291.919472	hartree

Geometry as ORCA input:
```
! RIJCOSX wB97M-V def2-TZVPD def2/J DEFGRID3
* xyz 0 1
Ar -0.45949 -0.08761 0.26549
O 2.68402 -0.58916 -0.61383
H 2.19303 -1.37048 -0.35945
H 2.74101 -0.64159 -1.56789
O 2.81874 1.96338 0.66846
H 2.69802 1.10303 0.26666
H 3.73103 2.18791 0.48532
O -0.40602 0.66256 3.69421
H 0.02024 -0.18193 3.54805
H -1.32591 0.50736 3.47985
O 0.75665 -1.78542 2.81078
H 1.20364 -2.14720 2.04557
H 0.38522 -2.54791 3.25450
O -1.72976 1.84039 -2.97532
H -1.79739 2.22729 -2.10241
H -2.25587 2.41330 -3.53318
O -0.82386 2.67271 1.75846
H -0.67219 1.88497 2.28067
H -1.57664 3.09422 2.17305
O 1.61086 -2.95710 0.52357
H 2.15863 -3.71837 0.71497
H 0.83996 -3.31976 0.08720
O -1.83584 -0.79949 -2.86694
H -1.78501 0.14925 -2.98334
H -1.65415 -1.15793 -3.73570
O -2.58302 3.23656 -0.63349
H -3.38668 2.72990 -0.51665
H -2.00355 2.93182 0.06478
O -0.05008 -2.97840 -1.81857
H 0.73964 -3.23362 -2.29547
H -0.23513 -2.08875 -2.11943
*
```



Record 4
This record from the Open Molecules 2025 dataset describes a molecular structure, ArH28O14 in a non-equilibrium geometry. The level of theory is ωB97M-V with the def2-TZVPD basis set.

Properties
LUMO	-0.00976	Ha
relative energy (zero: lowest compared OMol25 entry of this formula, charge and spin)	0.666	eV
orbital gap	9.8	eV
energy	-1597.682487	hartree

Geometry as ORCA input:
```
! RIJCOSX wB97M-V def2-TZVPD def2/J DEFGRID3
* xyz 0 1
Ar 0.01610 -0.38936 0.24968
O -0.35999 0.51192 -3.60024
H -0.40408 0.75904 -4.52394
H -1.26587 0.31655 -3.36058
O 3.17038 -1.55559 1.63338
H 4.08408 -1.79199 1.79308
H 2.83577 -2.25572 1.07295
O 2.17586 -2.09884 -2.38982
H 2.52459 -2.48430 -1.58605
H 1.28363 -2.43984 -2.45204
O 1.50544 2.88720 1.91908
H 0.76570 2.40222 2.28487
H 1.81419 2.34335 1.19442
O -0.51280 -3.17946 -2.90293
H -1.03343 -2.76834 -2.21289
H -0.88361 -2.84036 -3.71764
O -0.71390 3.16036 -1.01184
H -0.34364 3.83207 -0.43918
H -0.01948 2.97443 -1.64386
O 3.75937 0.78613 0.33913
H 3.34377 0.98687 -0.49945
H 3.50189 -0.11696 0.52450
O -2.74701 1.36237 -0.20822
H -3.57308 1.82860 -0.33655
H -2.07285 1.99806 -0.44830
O 1.46280 -1.69821 4.00709
H 1.72115 -0.83988 4.34289
H 1.88639 -1.75833 3.15082
O 2.07609 0.76035 -2.03645
H 2.21567 -0.18314 -1.95531
H 1.23584 0.84070 -2.48783
O -0.61037 1.94974 3.37302
H -0.99301 2.64763 3.90479
H -1.35826 1.41799 3.10075
O -2.76793 0.54902 2.39008
H -2.95574 0.68241 1.46102
H -2.96981 -0.37362 2.54568
O -1.69456 -3.24211 1.56011
H -1.59780 -2.96199 2.47027
H -2.42256 -2.71923 1.22419
O -3.13207 -0.05862 -2.36740
H -3.88381 0.32987 -2.81484
H -3.06303 0.42902 -1.54662
*
```



Record 5
This record from the Open Molecules 2025 dataset describes a molecular structure, As2F12H20O10 in a non-equilibrium geometry. The level of theory is ωB97M-V with the def2-TZVPD basis set.

Properties
LUMO (alpha / beta)	0.25572 / 0.24392	Ha
orbital gap (alpha / beta)	3.2 / 8.6	eV
energy	-6434.581789	hartree
⟨S²⟩	0.752

Geometry as ORCA input:
```
! RIJCOSX wB97M-V def2-TZVPD def2/J DEFGRID3
* xyz -3 2
As -5.51448 -0.77081 0.67559
F -5.40304 -1.93326 2.02222
F -7.21017 -1.32747 0.35856
F -5.71085 0.29623 -0.72849
F -3.83656 -0.13100 0.96516
F -4.75113 -1.97718 -0.32342
F -6.13496 0.46335 1.80931
As 0.70788 -0.20435 0.46739
F -1.09033 -0.34160 0.60741
F 0.73610 1.38082 1.37451
F 2.48757 -0.16579 0.20969
F 0.80457 -1.77118 -0.43600
F 0.50626 0.63819 -1.13216
F 0.86544 -1.05832 1.95618
O 3.95174 -0.97010 2.97484
H 4.01400 -0.09802 2.58518
H 3.65016 -1.53121 2.26040
O -1.50876 2.78985 -2.54253
H -1.69940 2.35221 -1.71285
H -1.16248 2.09721 -3.10519
O 2.65672 -3.57107 -0.60337
H 1.99151 -2.88392 -0.56402
H 2.18591 -4.37395 -0.37989
O -1.84762 1.10228 2.68450
H -0.91121 1.04166 2.49556
H -2.26630 0.59758 1.98720
O 4.09417 1.38967 1.64259
H 3.49297 1.09228 0.95970
H 4.92141 1.54019 1.18515
O 3.52978 -0.39858 -2.03300
H 3.08413 -0.80777 -1.29125
H 4.45754 -0.42288 -1.79870
O -1.75517 -1.82978 -1.69799
H -0.84135 -2.04974 -1.51693
H -2.04922 -1.36310 -0.91571
O 0.69420 -2.88870 -2.90966
H 1.50713 -2.39443 -2.80443
H 0.44717 -2.75244 -3.82434
O 0.95927 3.59469 -1.05843
H 1.08781 2.65313 -0.94363
H 0.41124 3.66859 -1.83973
O 0.17369 3.98271 1.97543
H 0.41523 3.06545 1.84686
H -0.14058 4.27053 1.11833
*
```



Record 6
This record from the Open Molecules 2025 dataset describes a molecular structure, As4F24Rb in a non-equilibrium geometry. The level of theory is ωB97M-V with the def2-TZVPD basis set.

Properties
LUMO	0.22254	Ha
relative energy (zero: lowest compared OMol25 entry of this formula, charge and spin)	2.393	eV
orbital gap	10.9	eV
energy	-11364.622084	hartree

Geometry as ORCA input:
```
! RIJCOSX wB97M-V def2-TZVPD def2/J DEFGRID3
* xyz -3 1
Rb -1.06221 -0.09323 -0.60202
As -2.79304 1.83323 -3.62751
F -2.58509 0.12109 -3.10875
F -1.14712 2.15643 -2.91244
F -3.08445 3.58941 -3.99288
F -4.42595 1.37333 -4.26252
F -3.57584 2.13994 -1.93903
F -1.91083 1.55867 -5.18165
As 2.03888 -2.20951 -1.07573
F 0.34402 -2.69732 -0.74757
F 2.71209 -3.61472 -0.19358
F 3.65111 -1.57922 -1.50751
F 1.29605 -0.86845 -1.99811
F 2.05188 -1.27442 0.44062
F 2.16840 -3.16157 -2.64553
As -1.08598 -2.10386 3.35574
F -1.52215 -3.05596 4.81819
F -2.55717 -2.84358 2.59894
F -0.77240 -1.27622 1.79929
F 0.37762 -1.38555 4.17305
F 0.03008 -3.44283 2.79192
F -2.21527 -0.74423 3.75669
As 1.99122 2.50199 1.43077
F 2.92831 3.48297 0.22129
F 1.01108 1.67456 0.18704
F 1.17745 1.59013 2.73023
F 2.98728 3.29906 2.72943
F 0.78587 3.86313 1.44109
F 3.18612 1.16680 1.32047
*
```